No. 1
Density functional theory data (the ωB97M-V functional and the def2-TZVPD basis) for 2 unconnected molecules or ions with the total composition C5H15NO in a non-equilibrium geometry.

Calculated values
**LUMO**: 0.965 eV
**SMILES**: CCCCNC.O
**Energy relative to the best compared isomer or geometry (same formula, charge and spin)**: 1.184 eV
**Kohn-Sham gap**: 9.946 eV
**Total charge**: 0
**HOMO energy**: -8.98 eV

Structure (XYZ):
```
22
Properties=species:S:1:pos:R:3:forces:R:3
C 0.78090 -0.64835 -1.83742 0.1 -0.1 -0.6
C -0.74144 -0.82590 -1.91000 0.7 0.8 0.5
C -1.40191 0.30650 -1.09872 -0.1 -1.1 0.0
C -1.19278 0.22118 0.39761 -0.3 0.0 1.2
N -0.02471 0.92906 0.92158 0.1 0.1 -0.4
C 0.10248 0.86424 2.35732 -0.9 0.3 1.1
H 1.02441 -0.43534 -0.80748 0.1 0.5 -0.1
H 1.03379 0.16203 -2.52708 0.1 0.4 0.6
H 1.47120 -1.43426 -2.15286 -0.6 -0.5 0.0
H -1.06638 -0.65375 -2.93551 -0.2 -0.7 -0.1
H -1.07129 -1.76359 -1.46335 -0.1 -0.2 -0.5
H -1.05843 1.25353 -1.48067 -0.1 0.6 -0.2
H -2.46840 0.18243 -1.26750 -0.2 0.4 -0.1
H -2.08193 0.56831 0.94763 -0.2 0.1 -0.3
H -1.11094 -0.82164 0.72827 0.2 -0.1 -0.3
H -0.09785 1.90675 0.66730 0.1 -0.1 -0.2
H -0.39081 1.65983 2.94141 0.0 0.4 -0.5
H -0.39047 0.01143 2.82130 0.3 -0.6 -0.5
H 1.12325 0.89849 2.66949 0.8 -0.2 0.1
O 2.89109 -0.82837 0.92310 0.1 -0.1 0.0
H 2.19175 -0.50135 0.33753 0.2 0.0 0.6
H 2.47846 -1.05123 1.76805 -0.1 0.2 -0.4
```
Positions in Å, forces in eV/Å.



No. 2
Density functional theory data (the ωB97M-V functional and the def2-TZVPD basis) for C4H7BO2 in the gas phase in a non-equilibrium geometry.

Calculated values
**LUMO (spin up / spin down)**: -0.042 / -1.096 eV
**Energy relative to the best compared isomer or geometry (same formula, charge and spin)**: 4.249 eV
**Kohn-Sham gap (spin up / spin down)**: 8.405 / 7.007 eV
**Total charge**: 0
**HOMO energy (spin up / spin down)**: -8.45 / -8.10 eV

Structure (XYZ):
```
14
Properties=species:S:1:pos:R:3:forces:R:3
B -1.93439 -0.00598 0.12033 1.6 -1.3 -3.0
C -1.63769 0.39025 1.50380 1.5 1.0 2.0
C 1.22796 0.08495 -0.31667 -1.5 -0.3 0.4
C 0.29863 -0.70417 -0.82842 2.4 0.6 -1.8
C 2.64499 0.04976 -0.05429 0.7 -2.1 0.5
O -1.00882 -0.65298 -0.79946 -2.8 0.7 1.1
O -3.12081 0.25262 -0.45075 -1.6 1.2 -1.3
H -0.58080 0.39091 1.88975 -1.4 -0.2 -0.2
H -2.37716 1.00935 2.03025 0.5 -0.4 0.0
H 0.64301 -1.24661 -1.75981 -0.2 -0.3 1.1
H 2.76031 0.28934 1.03226 0.6 0.0 -0.9
H 3.25450 0.61777 -0.73412 0.2 0.9 0.1
H 3.01811 -1.02004 -0.23379 -0.4 1.1 0.6
H -3.18784 0.54484 -1.39908 0.5 -1.0 1.5
```
Positions in Å, forces in eV/Å.



No. 3
Density functional theory data (the ωB97M-V functional and the def2-TZVPD basis) for a molecular structure, C34H34GeNOPdS3 in a non-equilibrium geometry.

Calculated values
**Spin multiplicity**: 5
**LUMO (spin up / spin down)**: -2.128 / -5.908 eV
**Kohn-Sham gap (spin up / spin down)**: 8.763 / 4.937 eV
**Total charge**: +1
**HOMO energy (spin up / spin down)**: -10.89 / -10.85 eV

Structure (XYZ):
```
75
Properties=species:S:1:pos:R:3:forces:R:3
Pd -0.02662 -0.82378 -0.01701 -2.8 -0.8 -0.3
C -0.19722 -3.89428 3.42769 0.3 -0.1 -0.5
C 0.20358 -2.47628 3.78839 -0.1 0.0 -0.5
S -0.18362 -1.13998 2.59529 -0.6 0.3 0.4
C -2.00932 -1.07598 2.59829 0.4 0.0 -0.1
C -2.75182 -2.16158 1.83039 0.0 0.0 -0.3
S -2.12642 -2.52608 0.14709 0.5 0.1 0.2
C -1.29382 -4.16498 0.27169 -0.2 0.4 -0.1
C 0.20168 -4.08138 0.53809 0.5 0.5 0.4
S 0.80688 -4.70798 2.13699 -0.2 0.1 0.0
H -1.24872 -3.97578 3.16089 0.0 0.0 0.2
H -0.02062 -4.52488 4.30159 -0.1 0.0 0.0
H 1.28418 -2.40578 3.90849 0.0 0.0 0.1
H -0.27292 -2.18708 4.72689 0.0 0.2 0.0
H -2.21512 -0.10038 2.14749 0.0 -0.1 0.1
H -2.34962 -1.07028 3.63519 0.0 0.1 0.0
H -3.77602 -1.81738 1.67269 0.0 -0.1 0.0
H -2.79872 -3.10338 2.37329 0.0 0.0 -0.1
H -1.46472 -4.58598 -0.72171 0.0 0.0 0.1
H -1.83502 -4.77158 0.99749 0.0 0.0 0.0
H 0.56238 -3.02938 0.38989 -0.2 -1.0 0.0
H 0.74388 -4.70858 -0.17251 0.0 0.1 0.0
O -0.23202 -1.99338 -2.30141 0.1 -0.2 0.3
H -1.13452 -2.10488 -2.62021 0.0 0.2 -0.1
H 0.24378 -1.49398 -2.97811 0.0 0.1 -0.1
C 2.04598 -1.44258 0.22579 1.3 -1.0 0.7
Ge 2.36348 0.37832 -0.19161 1.1 2.6 -0.8
C 1.58788 1.52912 1.26749 0.3 -0.6 -0.8
C 0.34548 2.14892 1.19099 -0.1 0.3 -0.3
C -0.15692 2.85482 2.27149 -0.1 0.0 0.0
C 0.56988 2.93942 3.44589 0.0 -0.1 0.0
C 1.80108 2.30902 3.53569 0.0 0.0 0.1
C 2.30258 1.60572 2.45579 0.2 -0.1 0.0
C 4.34858 0.67892 -0.34921 -1.1 -0.5 0.3
C 4.77538 1.97962 -0.53641 -0.1 0.2 0.0
C 6.12048 2.23752 -0.73531 0.0 0.1 0.0
C 7.03408 1.19742 -0.74411 0.1 0.0 0.0
C 6.60228 -0.10428 -0.55651 0.0 -0.1 0.0
C 5.25528 -0.36488 -0.35891 0.0 -0.2 0.0
C 1.65288 0.61942 -2.04031 0.0 0.0 0.7
C 0.52298 1.36262 -2.36881 0.2 0.4 0.1
C 0.02388 1.36542 -3.66201 0.0 0.1 -0.1
C 0.66948 0.64792 -4.65471 -0.1 0.0 0.0
C 1.81308 -0.07708 -4.34741 0.1 -0.1 -0.1
C 2.29418 -0.09638 -3.04881 0.2 -0.1 0.1
H 2.50408 -2.03918 1.00769 -0.1 -0.3 -0.1
H -0.24022 2.12352 0.28179 0.0 0.0 0.1
H -1.11912 3.34102 2.18799 0.0 0.1 0.0
H 0.18178 3.49032 4.28869 0.0 0.1 0.1
H 2.36898 2.36362 4.45209 0.1 0.0 0.1
H 3.26648 1.11972 2.53299 0.1 0.0 0.1
H 4.06388 2.79382 -0.53061 0.0 0.1 0.0
H 6.44148 3.25612 -0.88961 0.1 0.1 0.0
H 8.08238 1.40502 -0.89801 0.1 0.0 0.0
H 7.30278 -0.92718 -0.56641 0.1 0.0 0.0
H 4.92078 -1.38348 -0.21441 0.0 -0.1 0.0
H 0.05518 2.00172 -1.63351 -0.1 -0.1 -0.1
H -0.85822 1.94802 -3.88961 0.0 0.0 0.0
H 0.30308 0.67772 -5.66891 -0.1 0.0 -0.1
H 2.33888 -0.61418 -5.12291 0.0 -0.1 -0.1
H 3.19638 -0.65008 -2.81951 0.0 -0.1 0.0
N -8.70722 3.68722 -2.09531 -0.4 0.2 -0.1
C -7.69932 3.18762 -1.87831 -0.5 0.2 -0.1
C -6.44592 2.58802 -1.61891 0.8 -0.3 0.2
C -5.52542 3.24692 -0.80021 -0.2 -0.1 -0.1
C -4.29422 2.67852 -0.56211 0.0 -0.2 -0.1
C -3.96712 1.44202 -1.13201 -0.6 0.3 -0.2
C -4.89672 0.78612 -1.94911 0.1 0.1 0.1
C -6.12772 1.35442 -2.19121 -0.2 0.2 0.1
C -2.71072 0.85132 -0.86341 1.1 -0.5 0.4
C -1.63502 0.36012 -0.57461 -0.2 -0.3 0.3
H -5.79452 4.19532 -0.35851 0.0 0.0 0.0
H -3.57982 3.18372 0.07109 0.1 0.0 0.0
H -4.64922 -0.16828 -2.38831 0.1 -0.1 0.0
H -6.85712 0.85652 -2.81261 0.0 0.0 -0.1
```
Positions in Å, forces in eV/Å.



Molar mass across the listed records, respectively: 105.18; 97.91; 747.88 g/mol.
E_tot across the listed records, respectively: -8965.175; -9030.063; -131835.172 eV.